1.
C13H14ClINOSe2V as an isolated structure, computed with wB97M-V/def2-TZVPD.

```
! RIJCOSX wB97M-V def2-TZVPD def2/J DEFGRID3
* xyz 1 2
C -0.85397 3.33874 -1.05962
O -1.87764 -1.28738 -0.65050
C 0.77342 1.62649 -0.72235
H 2.17605 -4.13901 0.46057
H -0.26464 -1.24722 3.72881
H 2.26305 -1.47586 2.00995
H -1.12286 4.37687 -1.20374
C -0.44635 -0.89969 2.71637
Se 2.31975 -2.19841 -1.06618
C -3.25685 2.61083 -1.15291
C -4.14820 1.58576 -1.09721
C -3.72031 0.24675 -0.92273
H -5.20388 1.80003 -1.19679
Cl -3.81514 4.23415 -1.37788
C 2.56655 -3.13933 0.64088
N -0.14188 0.67135 -0.67415
C -1.86826 2.35886 -1.02266
H -1.50229 -0.67859 2.58534
C 1.88661 -2.47947 1.82073
H 3.64697 -0.28891 -0.04152
H 1.24804 3.70769 -0.94718
H 3.77201 -0.32104 -1.82187
Se -0.03608 -2.33434 1.47807
C 0.45602 2.97351 -0.91703
C -1.47169 1.02746 -0.82990
H 4.70327 -1.48278 -0.85348
H 1.80227 1.31599 -0.59381
H 2.02301 -3.07887 2.71801
I -5.10513 -1.28986 -0.86577
V 0.02311 -1.31079 -0.70804
C -2.39519 -0.05089 -0.80206
H 0.15376 -0.02520 2.48301
H 3.63947 -3.22673 0.80104
C 3.77700 -0.92010 -0.91539
*
```

Calculated values
LUMO level (alpha / beta) ... -3.607 / -3.628 eV
Gap between HOMO and LUMO (alpha / beta) ... 7.2247 / 6.8454 eV
⟨S²⟩ ... 0.79

***

2.
C13H14ClN4O4RuSe4Te2 as an isolated structure, computed with wB97M-V/def2-TZVPD.

```
! RIJCOSX wB97M-V def2-TZVPD def2/J DEFGRID3
* xyz 0 2
Te 2.12215 -2.42980 1.13079
H 0.93085 2.08905 -2.79822
H -2.46385 2.16384 -2.61853
C 1.70930 1.89232 4.50114
H -3.89390 -1.84848 -2.09103
C 2.08907 -0.90884 -3.95575
Cl -1.55172 -1.95217 3.37368
H 3.56918 0.91906 3.99097
H 1.27697 -1.33530 -4.54655
N -1.89967 -0.00221 -0.11694
C -1.87219 1.11405 -0.84538
H 0.44827 1.34508 -4.34153
Se 3.53430 -2.18402 -0.76957
H -0.19569 2.88726 4.58970
C -3.32336 -0.98726 -1.77683
H 2.75340 0.24429 1.75603
O -1.84998 -2.08808 4.75218
C 1.24831 1.42762 -3.60182
O -0.19506 -2.42937 3.10350
O -2.49312 -2.65555 2.55383
C 2.56718 1.17615 3.68003
C 2.11121 0.78330 2.43919
C -2.67268 -1.00792 -0.55721
C -3.20203 0.14058 -2.56662
H 2.81718 -0.43535 -4.61339
N 1.58111 0.11882 -3.04919
Se -0.99298 2.68107 -0.16844
N 0.85312 -0.21604 -0.73158
Se -1.55320 2.49669 2.04874
C 0.47126 2.26247 4.01232
H 2.13411 1.84982 -4.07665
Ru -0.03672 -0.79110 0.92425
H -3.68641 0.19423 -3.53276
H 2.56156 -1.69329 -3.37172
C 1.18583 -0.15221 -1.83590
C 0.10587 1.82911 2.74652
N 0.87069 1.04582 1.99094
Te -0.30487 -3.30755 0.11862
Se 0.02152 -3.27232 -2.25045
O -1.52397 -0.54101 2.97159
H -2.77046 -1.84920 0.11506
H 2.01731 2.19732 5.49248
C -2.49792 1.22908 -2.07550
*
```

Calculated values
Energy above the lowest of the compared OMol25 structures with the same formula, charge and spin ... 27.7 kcal/mol
LUMO level (alpha / beta) ... -1.240 / -1.500 eV
Gap between HOMO and LUMO (alpha / beta) ... 6.1072 / 5.8749 eV
⟨S²⟩ ... 0.79

***

3.
C13H14I2N2OS as an isolated structure, computed with wB97M-V/def2-TZVPD.

```
! RIJCOSX wB97M-V def2-TZVPD def2/J DEFGRID3
* xyz 0 1
C 4.55393 3.34890 -2.19805
N 0.23566 1.17844 0.09572
H -3.44230 -1.81939 -0.65292
H -0.48976 -2.78530 2.61962
H 3.31724 2.67372 -3.88187
I -1.97618 -5.66431 1.13581
C -2.85506 -3.71283 1.46489
C 3.28368 3.34806 -3.02550
O 2.69415 3.44817 -0.73204
H 4.64073 3.49123 -0.02037
H 3.07957 4.35833 -3.39325
S 1.48090 1.00165 1.22194
C 4.05785 3.87102 -0.86206
H -4.65529 -5.75005 2.19785
H -2.18504 0.34200 -1.26668
C 2.24009 2.94892 -1.99847
H 1.25300 3.35735 -2.22095
N 1.09733 -0.43494 1.97492
C -2.06901 -2.42914 1.03453
H 2.15698 1.86001 -1.92001
C -2.51394 -1.51932 -0.09180
C -1.78041 -0.30430 -0.44068
H 4.92412 2.32538 -2.08545
I -4.94158 -1.57680 2.38143
H -4.98007 -4.67404 3.70675
C -0.52808 0.05179 0.32689
C -0.85438 -2.13646 1.78405
H 4.07449 4.96572 -0.83219
C -4.08349 -3.55592 2.05874
C -0.08586 -0.90504 1.42104
C -4.97161 -4.74528 2.57438
H 5.35471 3.95604 -2.62172
H -6.03238 -4.51361 2.24545
*
```

Calculated values
LUMO level ... -0.918 eV
Gap between HOMO and LUMO ... 7.8038 eV

***

4.
C13H14I2N7O2SSeW as an isolated structure, computed with wB97M-V/def2-TZVPD.

```
! RIJCOSX wB97M-V def2-TZVPD def2/J DEFGRID3
* xyz 3 1
N -1.34050 4.30742 -0.95332
O -0.73609 2.39848 -1.95124
H 1.49935 -2.96946 -4.20836
C -1.16074 -3.39121 5.21994
H -0.12699 -1.55715 -5.48180
H 0.87534 -4.07410 5.24259
N -1.44672 0.42993 1.53494
C -0.50652 -0.35159 1.03647
H -1.93707 4.96182 -0.46047
C 0.27948 0.22919 -4.37003
I 1.49337 2.81117 0.69017
H 0.81929 -1.78593 1.30845
C -2.09889 -2.61004 4.56568
C 2.11477 -1.27720 -2.96283
C 1.36990 -1.91444 -3.99824
H -0.45032 0.82021 -4.91102
H -0.26235 5.19006 -2.38569
H 0.37453 5.30817 -0.85974
W 1.07468 2.25434 -1.79823
H 1.50578 -2.83058 3.21433
H -1.71577 0.35217 2.50520
N -0.11547 4.69302 -1.50666
N 2.98135 -1.79650 -2.09497
H -1.44250 -3.94532 6.10455
C 0.48878 -2.77873 3.58622
S 0.07775 -0.15706 -0.62377
O -2.39573 2.36636 -0.31363
I 2.61919 3.87154 -3.05893
C -0.45895 -1.99883 2.94338
H -2.54119 -1.37027 2.89685
C 0.46978 -1.13798 -4.68306
H -1.88981 1.12506 0.95447
N 2.56193 0.73813 -1.80096
N 1.00650 0.86358 -3.45269
C 0.13525 -3.47350 4.73250
H -3.11404 -2.55453 4.93354
C 1.90724 0.09874 -2.78640
C -1.64376 2.99547 -0.95510
C -1.75882 -1.90467 3.41565
Se 3.48134 -0.58484 -0.98705
N 0.00662 -1.35096 1.71926
*
```

Calculated values
Energy above the lowest of the compared OMol25 structures with the same formula, charge and spin ... 25.7 kcal/mol
LUMO level (alpha / beta) ... -12.637 / -12.640 eV
Gap between HOMO and LUMO (alpha / beta) ... 3.6367 / 3.6327 eV

***

5.
C13H14MnN2O9 as an isolated structure, computed with wB97M-V/def2-TZVPD.

```
! RIJCOSX wB97M-V def2-TZVPD def2/J DEFGRID3
* xyz 0 6
C 1.48050 2.48743 -1.78439
H 2.71853 2.27801 0.20972
Mn -0.46496 0.43555 -0.83042
O -0.42885 2.43991 -0.37891
C -3.34967 0.72660 0.47766
H 0.96184 2.38541 -2.73918
H 1.28676 -3.94343 0.11357
H 3.74590 0.99879 -0.40196
H -4.64746 0.96135 1.86676
H 2.87671 0.55045 1.89961
N 1.80716 1.14651 -1.28172
N -1.68654 -0.95891 0.62726
C -2.81971 -0.52166 1.15930
H -1.27594 -3.79627 2.36660
C -3.45857 -1.21326 2.18128
C -1.73236 -2.86854 2.05919
O -4.40659 1.33741 1.01320
C 1.06780 -0.21688 -3.23144
H 2.37947 -0.69997 0.75872
O 0.78351 4.32097 -0.41727
C 2.23111 0.23030 -2.32905
O 0.48929 -3.74063 0.62828
C 0.54644 3.18544 -0.79104
C 0.10034 -2.50519 0.32053
H 3.03186 0.63668 -2.95804
O 0.66052 -1.76825 -0.44410
O -2.84191 1.11885 -0.53124
O -0.11496 0.00366 -2.75975
H 0.70864 1.49510 1.37262
H 2.61957 -0.67680 -1.85799
C -2.90030 -2.39491 2.64136
O 1.33358 -0.74461 -4.29440
H 2.38000 3.09241 -1.93999
H -3.37889 -2.95311 3.43422
H -4.38900 -0.86206 2.60730
O 0.87940 0.54317 1.30326
C -1.16826 -2.10208 1.05335
C 2.70833 1.24021 -0.13632
C 2.26671 0.35236 1.01344
*
```

Calculated values
Energy above the lowest of the compared OMol25 structures with the same formula, charge and spin ... 9.3 kcal/mol
LUMO level (alpha / beta) ... -1.471 / -1.517 eV
Gap between HOMO and LUMO (alpha / beta) ... 6.7413 / 7.1138 eV
⟨S²⟩ ... 8.75

***

6.
An isolated ion of composition C13H14N and charge +1, computed with wB97M-V/def2-TZVPD.

```
! RIJCOSX wB97M-V def2-TZVPD def2/J DEFGRID3
* xyz 1 1
C -1.04232 -2.32316 -0.21591
H -0.66985 2.30151 0.89817
H -1.09838 2.82085 -0.65348
H 0.10860 4.28924 0.52705
H -2.20040 -0.09736 -2.50423
C 0.73294 -1.71401 1.94340
H 1.32696 -1.56560 2.83261
C -0.28128 2.36478 -0.11525
H -0.96507 -4.40272 0.58750
H 1.38900 1.16979 1.23281
N -0.41331 -1.13633 -0.00702
H 2.09771 -0.01585 -0.15718
H -2.98107 -2.27645 -1.07711
C 0.21936 1.05228 -0.69531
C 0.73651 3.59652 0.01271
H 2.57411 4.46594 0.06271
H -1.67950 -2.63649 -2.13162
H 0.64222 1.10872 -1.75429
C 1.99467 3.61136 -0.25999
H 0.32199 -3.76835 2.42828
C -1.66726 -0.60480 -1.73803
C -0.74650 -0.19699 -0.88644
C -0.70341 -3.31332 0.70815
C 0.52317 -0.84000 0.88491
C -2.01853 -2.01778 -1.36116
H 2.54319 2.69379 -0.69096
C 1.18177 0.40652 0.35216
C 0.07470 -2.97209 1.77752
*
```

Calculated values
Energy above the lowest of the compared OMol25 structures with the same formula, charge and spin ... 39.0 kcal/mol
LUMO level ... -4.113 eV
Gap between HOMO and LUMO ... 8.8244 eV
SMILES ... C=CC[C@H]1Cc2cccc3[n+]2C1=CC3

***

7.
A single C13H14N2O3S2 molecule, computed with wB97M-V/def2-TZVPD.

```
! RIJCOSX wB97M-V def2-TZVPD def2/J DEFGRID3
* xyz 0 1
C 0.36377 2.60130 -0.79540
H -1.48087 0.87055 -2.10397
C 3.23936 -0.42464 -0.08016
O -2.35272 -0.70075 0.18419
H -4.80366 -0.38956 2.92849
H 4.15387 -3.64730 -0.81554
H 0.79668 2.02691 -1.82570
C -5.30717 -0.38587 0.97348
C 3.18682 -1.74184 -0.86429
O -4.02578 0.18816 -0.67842
H -5.69942 -0.74001 -1.30680
C -0.60744 1.38889 -0.25746
H -1.01368 2.15508 0.70629
H -2.44509 2.26700 -1.32343
N -4.51142 -0.59117 2.03691
S 1.73103 2.85776 0.33373
C -1.74138 1.15432 -1.08845
H 2.45115 -2.03771 -1.35604
H 6.16747 -0.93046 1.60294
H 6.11451 -2.82634 0.53617
O -6.44172 0.06402 1.13927
C 4.33130 0.04370 0.42181
H -0.13630 0.63475 0.02101
C -2.69444 0.17406 -0.58129
C 5.28572 -0.97196 1.11994
H -0.21302 3.41177 -1.00137
C 4.13063 -2.53019 -0.33138
C -4.85281 -0.67964 -0.46300
C 2.59783 1.51604 0.36096
S 4.20322 1.52783 1.23146
H -3.63989 -1.00912 1.71858
N 2.44654 0.62083 -0.44664
H -4.52251 -1.73718 -0.41355
C 5.28942 -2.15921 0.41770
*
```

Calculated values
Energy above the lowest of the compared OMol25 structures with the same formula, charge and spin ... 228.3 kcal/mol
LUMO level ... 0.451 eV
Gap between HOMO and LUMO ... 8.8202 eV
SMILES ... NC(=O)COC(=O)CCCSc1nc2ccccc2s1

***

8.
C13H14N6O2OsS as an isolated structure, computed with wB97M-V/def2-TZVPD.

```
! RIJCOSX wB97M-V def2-TZVPD def2/J DEFGRID3
* xyz 2 5
C 3.26291 -3.53037 1.95190
H 1.87955 -3.99037 3.54653
C 1.46599 -1.42657 1.40219
H -3.75855 -1.15400 -2.18421
H 4.42883 -2.82840 0.32378
C -3.71575 2.16157 0.65965
C 2.27322 1.91942 -2.43260
H -0.67030 3.35712 1.22330
N 2.85930 2.54516 -3.42849
C 3.01075 -0.78807 -0.44548
C -4.26627 1.07681 0.07045
O 0.63233 -0.43394 1.18279
N -1.67561 3.29938 1.22125
C 2.64891 -1.61306 0.60382
H 2.42915 3.33966 -3.87783
H -5.33738 0.93310 0.03197
N -3.52070 0.09926 -0.51386
H 3.95522 -0.96251 -0.94888
C -2.30079 2.27387 0.66669
C 3.53715 -2.69389 0.92302
H 0.32459 -2.13721 3.05671
C -4.12450 -1.07803 -1.16445
Os 0.43396 0.83176 -0.29144
C 1.21133 -2.29553 2.45945
H -2.19367 4.04123 1.66289
N -1.57092 1.29781 0.09214
S 0.70603 2.45863 -1.88657
H -3.85699 -1.97738 -0.61606
H 3.76197 2.22807 -3.75805
C 2.08865 -3.32108 2.72150
C -2.16427 0.21437 -0.51420
N 2.30458 0.25152 -0.93728
H -5.20216 -0.94950 -1.16506
N 2.95332 0.88431 -1.90236
H -4.33501 2.91981 1.11283
O -1.40279 -0.60572 -1.03831
H 3.92794 -4.34723 2.19232
*
```

Calculated values
LUMO level (alpha / beta) ... -6.802 / -9.205 eV
Gap between HOMO and LUMO (alpha / beta) ... 7.8481 / 5.9073 eV
⟨S²⟩ ... 6.04

***

Number 1: energy -7138.292539 Eh. Number 2: energy -11720.339274 Eh. Number 3: energy -1681.989917 Eh. Number 4: energy -4498.647696 Eh. Number 5: energy -2441.598559 Eh. Number 6: energy -558.206914 Eh. Number 7: energy -1635.079859 Eh. Number 8: energy -1471.128167 Eh.